Entry 1:
C33H41BrFN5O2SiW as an isolated structure, computed with ωB97M-V/def2-TZVPD.

Its HOMO-LUMO gap (alpha / beta) is 4.7 / 6.6 eV. The highest occupied orbital energy (alpha / beta) comes out at -0.4134 / -0.4797 Ha. The value obtained for the energy relative to the best compared isomer or geometry (same formula, charge and spin) is 39.0 kcal per mole. Its charge is +2. As for the spin multiplicity: 3. As for the energy: -4736.4294 a.u. Its LUMO energy (alpha / beta) is -6.58 / -6.42 eV.

Last column: Mulliken spin population.
Geometry (Å):
W: 0.44417 0.60046 0.14280  1.27
Br: 2.12015 2.99643 -1.67351  0.01
Si: 3.39906 -0.87172 -1.26647  0.00
F: -0.56462 1.79561 -0.92418  0.07
O: -0.47671 -0.91542 -0.39844  0.05
O: -1.06602 1.07146 1.37217  0.01
N: 1.39170 2.07788 1.16578  -0.06
N: -2.58978 -1.78470 -2.62124  -0.01
N: -4.06009 0.53945 1.47900  0.00
N: 1.91325 0.08525 -1.04803  0.04
N: 1.09747 -0.54771 1.74499  -0.03
C: -3.77665 1.48934 2.36291  0.01
C: 1.59001 0.11107 2.97165  0.01
C: 2.85362 0.97115 2.78164  -0.01
C: -2.79135 2.50867 2.23595  0.00
C: 4.26176 -1.06777 0.42264  0.00
C: 2.94948 -2.63424 -1.85242  0.00
C: -3.48473 -0.75498 -0.54797  -0.01
C: 0.18333 -4.10571 1.25112  0.02
C: -2.30758 4.89083 2.56676  -0.01
C: -3.14527 3.79489 2.70295  0.05
C: -2.84786 -0.54845 -1.92904  0.01
C: 0.88799 2.00843 -4.07069  -0.01
C: 0.27675 1.02256 -4.83273  0.02
C: -3.73615 0.61461 0.07429  0.00
C: 1.30741 0.37666 -2.28680  0.08
C: 0.81795 3.21553 1.53647  0.06
C: -1.48593 2.28272 1.70308  0.04
C: -0.57419 3.39210 1.70489  0.02
C: -0.46365 -5.01081 0.42465  0.00
C: -0.49607 -6.46677 0.75643  0.00
C: 0.14945 -0.26006 -4.32180  -0.01
C: 0.66224 -0.58999 -3.07630  0.02
C: -1.94066 -2.87262 -2.19352  0.00
C: -1.18019 -3.15264 -1.03222  0.00
C: 0.20808 -2.72100 0.96552  0.06
C: -1.03138 4.67318 2.07466  0.03
C: 1.37694 1.67305 -2.82753  0.00
C: -0.50631 -2.23453 -0.17284  0.03
C: -2.73638 6.27051 2.94516  0.00
C: 0.88672 -1.86868 1.87387  0.18
C: 4.52928 0.04111 -2.49968  0.00
C: 2.79094 1.89353 1.54057  0.04
C: -1.08762 -4.53569 -0.71295  0.03
H: 5.00743 -1.84698 0.31323  0.00
H: -4.41857 -1.31205 -0.65260  0.00
H: -2.58171 6.94899 2.10851  0.00
H: 1.80868 -0.63855 3.74301  0.00
H: -2.81306 -1.32426 0.09733  0.00
H: 4.07589 0.13958 -3.48208  0.00
H: -1.91071 0.01872 -1.81098  0.01
H: 3.27176 2.85294 1.76491  -0.01
H: -3.52517 0.04480 -2.54827  0.00
H: -2.84901 1.24017 -0.05131  0.00
H: -0.09775 1.25836 -5.81640  0.00
H: -0.33687 -1.02207 -4.91118  0.00
H: 3.58499 -1.38606 1.20775  0.00
H: -1.31695 -6.95555 0.24175  0.00
H: 2.69265 -2.66010 -2.90658  0.00
H: 3.73151 0.32985 2.70847  0.00
H: 3.31579 1.42765 0.69766  -0.01
H: -0.34341 5.50057 2.00451  0.00
H: -4.41467 1.53785 3.23679  0.00
H: -0.61503 -6.61803 1.82598  0.00
H: 0.98168 3.02213 -4.42946  0.00
H: 1.45416 4.05607 1.81645  0.00
H: -3.06606 -1.89182 -3.50565  0.00
H: 5.45717 -0.50470 -2.63540  0.00
H: -4.13290 3.92386 3.11970  0.00
H: -2.07935 -3.72214 -2.84978  0.00
H: -4.78014 -0.12801 1.72357  0.00
H: 3.80296 -3.29061 -1.71824  0.00
H: 0.43197 -6.94975 0.45335  0.00
H: 1.25860 -2.35699 2.77290  0.00
H: -1.58066 -5.23922 -1.36396  0.00
H: -4.57223 1.10322 -0.44340  0.00
H: 2.12498 -3.06361 -1.28373  0.00
H: 2.95895 1.57258 3.68531  0.00
H: 0.68336 -4.45810 2.14001  0.00
H: 4.79540 1.03974 -2.15988  0.00
H: 4.79800 -0.18136 0.74156  0.00
H: -3.78369 6.30024 3.23154  0.00
H: 0.59746 -1.60585 -2.71089  0.00
H: 0.77394 0.74911 3.35660  0.00
H: -2.13793 6.63637 3.77734  0.00



Entry 2:
C33H41CdN5Se as an isolated structure, computed with ωB97M-V/def2-TZVPD.

Its HOMO-LUMO gap (alpha / beta) is 4.2 / 4.0 eV. The highest occupied orbital energy (alpha / beta) comes out at 0.0051 / 0.0109 Ha. Its charge is -2. As for the spin multiplicity: 1. As for the energy: -4124.6197 a.u. Its LUMO energy (alpha / beta) is 4.31 / 4.31 eV.

Last column: Mulliken charge in e.
Geometry (Å):
Cd: -0.02895 0.70672 -0.59177  0.95
Se: 2.13380 1.93625 0.95432  -0.40
N: 2.38840 3.05355 3.70835  0.64
N: 4.17815 2.11623 2.91753  0.37
N: -0.76286 4.95777 1.09004  -0.65
N: 0.23033 1.30986 -3.76134  -0.53
N: -0.62585 -0.71691 -3.52097  0.43
C: 0.76552 -2.40033 2.16316  -1.61
C: 1.76756 -2.07297 -2.64936  -1.75
C: -1.74689 -4.20133 -3.90727  -1.08
C: 0.50414 3.76660 -0.59454  -1.19
C: 0.19938 0.26480 -2.89970  -0.65
C: -1.44969 -2.01099 0.87136  1.08
C: 1.52661 4.70649 -0.52135  -0.17
C: -0.57113 3.82491 0.39905  0.46
C: -1.09991 1.38453 -4.07735  -0.70
C: -1.00055 2.59070 0.91767  -1.39
C: -0.63447 -2.11337 -3.41580  0.86
C: -1.44382 0.03833 -4.37652  -0.30
C: 5.11151 1.47060 2.02395  -0.98
C: 0.54799 -2.80105 -3.09340  1.28
C: -2.49755 -1.05270 0.93227  0.42
C: -0.45695 -1.63956 1.81877  -0.14
C: -0.22945 0.20230 3.61349  -1.18
C: 1.04050 3.56183 3.86194  -0.80
C: -2.14691 -0.08131 1.91548  0.20
C: 3.39331 3.22919 4.64413  -0.53
C: -3.77138 -1.10366 0.18074  -1.53
C: 0.32941 5.66656 1.38780  -0.58
C: 1.48822 5.61102 0.56152  -0.33
C: -2.95979 1.06731 2.36136  -1.62
C: 4.50974 2.65030 4.14877  -0.64
C: 2.87042 2.37388 2.61099  -0.30
C: -0.89953 -0.46220 2.47806  0.99
C: -0.52233 -6.38472 -3.86060  -1.51
C: -3.13064 -2.12153 -3.89086  -1.73
C: -0.57370 -4.90299 -3.63307  0.93
C: 0.53941 -4.19882 -3.16755  -0.90
C: -1.45047 -3.25238 0.06061  -1.15
C: -1.81614 -2.81194 -3.77003  0.62
H: 0.33073 3.03747 -1.40206  0.87
H: -3.92518 -2.85267 -4.07293  0.37
H: -1.85957 -3.07952 -0.94376  -0.05
H: 1.76996 -1.94582 -1.55509  0.16
H: 0.34720 6.30486 2.30716  0.49
H: 0.62364 -2.96930 3.09676  0.23
H: -1.96319 2.24970 0.43394  0.93
H: 4.54392 1.06064 1.18124  0.21
H: 2.66165 -2.65952 -2.90149  0.48
H: 3.22763 3.75927 5.56553  0.44
H: 1.02545 -3.12256 1.38051  0.41
H: 1.84911 -1.06919 -3.09530  0.43
H: 5.84931 2.19042 1.64596  0.31
H: -4.55937 -1.58718 0.78333  0.22
H: -3.97780 1.01877 1.95991  0.33
H: -1.52866 -6.81649 -3.81233  0.35
H: -2.97778 1.16891 3.45148  0.32
H: 5.63221 0.66031 2.54825  0.34
H: -0.43817 -3.65824 -0.06479  0.22
H: 0.85001 0.00622 3.61027  0.26
H: 2.33120 6.28478 0.71767  0.36
H: 1.42938 -4.75344 -2.86995  0.31
H: -2.63426 -4.76409 -4.20382  0.23
H: 1.62323 -1.72907 2.31183  0.22
H: -2.53862 2.05576 2.06599  0.32
H: -3.67722 -1.68089 -0.74973  0.26
H: -0.12066 -6.61776 -4.85711  0.28
H: 5.50867 2.57456 4.54247  0.45
H: -3.36514 -1.58155 -2.96236  0.31
H: -3.17884 -1.41525 -4.72419  0.32
H: 0.61965 3.22021 4.81910  0.43
H: -2.06250 -4.03560 0.54015  0.25
H: -2.01785 -0.32810 -5.25854  0.37
H: -1.81478 2.18829 -3.86356  0.27
H: -0.63369 -0.17002 4.57114  0.29
H: 0.42343 3.19937 3.03110  -0.21
H: -4.12533 -0.09582 -0.07543  0.38
H: -0.37946 1.28669 3.58152  0.00
H: 0.11381 -6.89153 -3.12590  0.36
H: 2.26873 4.73537 -1.35091  0.27
H: 1.04374 4.66107 3.85411  0.29